# 1
{"formula": "C33H36AlN6O2SSe2", "method": "ωB97M-V with the def2-TZVPD basis set", "symbols": ["Al", "C", "N", "C", "C", "N", "C", "C", "C", "C", "C", "C", "N", "C", "N", "C", "C", "C", "C", "C", "C", "N", "H", "H", "H", "H", "H", "H", "H", "H", "H", "H", "H", "H", "H", "H", "H", "O", "C", "C", "C", "O", "C", "Se", "C", "Se", "H", "H", "H", "H", "H", "H", "H", "H", "H", "H", "N", "S", "C", "C", "C", "C", "C", "C", "C", "C", "C", "C", "C", "C", "H", "H", "H", "H", "H", "H", "H", "H", "H", "H", "H"], "coordinates": [[-0.18587, -0.87693, 0.74558], [-2.24684, 0.05693, 3.09882], [-1.10702, -0.86419, 2.98538], [-1.43147, -2.27914, 3.25710], [-2.05057, -2.83997, 2.01496], [-1.73483, -2.37324, 0.83267], [-2.59022, -3.01493, -0.07748], [-2.76548, -2.86752, -1.45395], [-3.73903, -3.63586, -2.06126], [-4.53079, -4.53844, -1.33539], [-4.37928, -4.68781, 0.02723], [-3.40337, -3.90505, 0.63160], [-3.03611, -3.75873, 1.96371], [-2.59311, 0.60025, 1.74023], [-1.91980, 0.29528, 0.66825], [-2.53873, 0.95523, -0.39622], [-2.23734, 0.96219, -1.75768], [-3.03934, 1.73153, -2.57730], [-4.11909, 2.46824, -2.06550], [-4.43293, 2.45736, -0.71964], [-3.61836, 1.68609, 0.09977], [-3.62500, 1.43464, 1.46818], [-3.12236, -0.45202, 3.50941], [-2.01299, 0.87902, 3.77579], [-0.34403, -0.58355, 3.58937], [-0.49848, -2.80328, 3.45946], [-2.09161, -2.39924, 4.11966], [-2.14395, -2.19638, -2.02416], [-3.89005, -3.54512, -3.12944], [-5.27572, -5.12714, -1.85573], [-4.99236, -5.37786, 0.59434], [-3.40278, -4.27934, 2.74123], [-1.40631, 0.38288, -2.14720], [-2.83644, 1.76325, -3.64083], [-4.72779, 3.05256, -2.74425], [-5.26879, 3.02629, -0.32919], [-4.28258, 1.79731, 2.13613], [3.73875, -4.75919, 0.08898], [4.18469, -3.61571, -0.63512], [3.18563, -2.47742, -0.40008], [3.66012, -1.27300, -1.22733], [5.03402, -0.93301, -1.05160], [3.21851, -2.12639, 1.10744], [1.54812, -1.88595, 2.11899], [1.82650, -2.96955, -0.91248], [0.50480, -1.60662, -1.46542], [4.40022, -5.45147, 0.01932], [4.23322, -3.82704, -1.70942], [5.17691, -3.29912, -0.31011], [3.01278, -0.42789, -0.98998], [3.54402, -1.49417, -2.28992], [5.20544, -0.77155, -0.11908], [3.79580, -1.21859, 1.28200], [3.69415, -2.93275, 1.65732], [1.35172, -3.60967, -0.17699], [1.97401, -3.55378, -1.81864], [0.72903, 0.93047, 0.66625], [0.96208, 1.81150, -0.65057], [2.67617, 2.32021, -0.67419], [3.42367, 2.02591, -1.80168], [4.77411, 2.35184, -1.81781], [5.35212, 2.95888, -0.71495], [4.58574, 3.25898, 0.40809], [3.23880, 2.94275, 0.43307], [0.22577, 3.43029, -0.37200], [0.28202, 4.34958, -1.41136], [-0.31443, 5.58905, -1.24639], [-0.96292, 5.89608, -0.05535], [-1.01356, 4.96520, 0.97289], [-0.42015, 3.71890, 0.81436], [1.26551, 1.28127, 1.45333], [2.96355, 1.53065, -2.64972], [5.37155, 2.10849, -2.68637], [6.40823, 3.20030, -0.72414], [5.03464, 3.74835, 1.26279], [2.63242, 3.20409, 1.29407], [0.79387, 4.10350, -2.33702], [-0.27337, 6.31769, -2.04659], [-1.43075, 6.86397, 0.07095], [-1.51486, 5.21072, 1.90110], [-0.45776, 2.97088, 1.59970]], "mulliken_charge": [-0.886, -1.248, -0.248, -1.492, 0.548, 1.054, 0.200, -0.443, -0.990, -0.498, -1.135, 0.984, -0.084, 0.130, 1.266, -0.098, -0.059, -1.144, -0.620, -1.093, 0.748, -0.089, 0.431, 0.536, 0.400, 0.379, 0.545, 0.279, 0.435, 0.405, 0.429, 0.226, 0.477, 0.489, 0.445, 0.473, 0.238, -0.521, -1.360, 2.514, -0.991, -0.575, -1.037, -0.231, -1.948, -0.401, 0.336, 0.491, 0.476, -0.182, 0.640, 0.364, 0.201, 0.420, 0.619, 0.607, -0.239, 0.592, 0.497, -0.034, -0.553, -0.505, -0.790, -0.834, 0.590, -0.707, -0.746, -0.526, -0.714, 0.016, 0.455, 0.379, 0.417, 0.415, 0.439, 0.366, 0.459, 0.430, 0.422, 0.428, 0.329], "homo_ev": -9.6, "total_charge": 1, "orbital_gap_ev": 7.450, "energy_ha": -7201.594391}

# 2
{"formula": "C33H36AsN4O2RuSiTe", "method": "ωB97M-V with the def2-TZVPD basis set", "symbols": ["Ru", "N", "C", "C", "C", "C", "C", "N", "C", "C", "C", "C", "C", "N", "H", "H", "H", "H", "H", "H", "H", "H", "H", "O", "Si", "C", "C", "C", "C", "C", "C", "C", "C", "C", "C", "C", "C", "C", "C", "C", "C", "C", "C", "H", "H", "H", "H", "H", "H", "H", "H", "H", "H", "H", "H", "H", "H", "H", "C", "As", "C", "C", "O", "H", "H", "H", "H", "H", "H", "H", "H", "H", "C", "C", "N", "H", "H", "H", "Te"], "coordinates": [[11.86574, 12.74147, 10.64186], [13.40591, 10.91091, 8.53567], [12.34701, 10.16998, 9.09191], [12.26639, 8.75737, 8.91387], [11.26361, 7.99720, 9.45351], [10.27429, 8.66909, 10.23396], [10.47474, 9.97647, 10.52476], [11.51018, 10.78869, 9.93185], [13.64320, 12.23878, 8.35398], [14.71073, 12.71324, 7.59953], [14.71480, 14.00689, 7.06085], [13.65652, 14.80873, 7.37519], [12.72646, 14.53177, 8.47415], [12.71682, 13.11365, 8.82538], [14.08273, 10.21008, 8.18618], [13.13637, 8.27108, 8.42412], [11.12574, 6.94815, 9.24596], [9.43760, 8.04560, 10.58950], [9.87720, 10.49031, 11.29232], [15.54129, 11.97630, 7.35013], [15.51194, 14.37607, 6.39793], [13.38945, 15.68787, 6.79152], [12.92238, 15.22161, 9.34130], [11.29933, 14.91682, 8.17375], [10.16508, 15.98727, 8.47943], [10.73350, 17.77568, 8.16970], [12.04107, 18.15615, 7.93070], [12.33809, 19.51290, 7.61663], [11.34015, 20.48361, 7.62968], [10.03668, 20.06311, 7.85773], [9.73230, 18.72768, 8.00103], [8.77799, 15.44270, 7.37651], [8.46149, 14.15332, 7.36219], [7.27335, 13.70824, 6.69926], [6.47717, 14.59378, 5.97420], [6.90316, 15.88223, 5.91303], [8.00272, 16.36039, 6.63021], [9.58668, 15.90640, 10.42095], [8.38104, 16.79490, 10.62056], [8.54433, 17.94571, 11.32644], [9.86990, 18.39592, 11.76709], [10.95814, 17.64896, 11.62363], [10.83078, 16.43371, 11.02680], [12.79835, 17.38007, 7.83684], [13.37750, 19.76872, 7.48451], [11.51205, 21.55412, 7.42353], [9.20619, 20.83795, 7.79603], [8.63888, 18.49282, 8.25719], [9.04461, 13.41504, 7.94868], [7.02467, 12.62108, 6.73039], [5.56662, 14.15567, 5.51386], [6.26790, 16.59231, 5.30840], [8.15300, 17.44294, 6.66784], [7.38636, 16.47925, 10.25385], [7.68047, 18.59453, 11.59065], [9.91712, 19.26203, 12.43193], [11.92293, 18.06549, 11.94309], [11.71601, 15.81710, 10.81698], [16.00748, 9.46899, 12.32134], [14.36961, 9.24907, 13.30885], [14.70925, 8.98720, 15.24021], [13.63540, 7.67475, 12.43232], [13.22395, 10.56413, 13.09913], [16.20039, 10.51720, 12.13415], [15.60053, 9.04520, 11.38804], [16.89685, 8.93442, 12.71307], [15.80189, 8.95085, 15.44585], [14.29179, 8.03500, 15.66111], [14.19950, 9.91682, 15.74004], [12.59104, 7.80808, 12.17186], [13.68778, 6.84466, 13.16643], [14.14056, 7.32903, 11.52589], [8.13654, 14.10262, 11.63513], [9.41457, 14.46936, 10.95381], [10.36703, 13.60237, 10.87416], [7.35887, 13.95614, 10.87806], [7.86331, 14.94724, 12.24621], [8.35092, 13.23656, 12.27142], [13.83940, 12.41174, 12.19610]], "lowdin_spin": [1.453, 0.013, 0.012, 0.004, 0.004, 0.001, 0.007, 0.058, 0.041, 0.292, 0.010, 0.272, 0.070, 0.204, 0.000, 0.001, 0.000, 0.000, 0.003, 0.011, -0.004, 0.012, 0.032, 0.044, 0.059, 0.004, 0.002, 0.000, 0.001, 0.001, 0.002, 0.015, 0.003, 0.000, 0.001, 0.001, 0.003, 0.098, 0.154, 0.003, 0.283, 0.037, 0.302, 0.000, 0.000, 0.000, 0.000, 0.001, 0.001, 0.000, 0.000, 0.000, 0.000, 0.007, -0.004, 0.016, -0.004, 0.026, 0.007, 0.003, 0.000, 0.000, 0.011, 0.008, 0.000, 0.000, 0.000, 0.000, 0.000, 0.000, 0.000, 0.000, 0.025, 0.203, -0.010, 0.009, 0.007, 0.002, 0.185], "homo_ev": [-8.1, -9.1], "total_charge": 1, "orbital_gap_ev": [5.356, 4.658], "energy_ha": -4536.349036, "spin_multiplicity": 5, "s2": 6.1612}